(1)
The following is a DFT calculation (the ωB97M-V functional and the def2-TZVPD basis) of a structure of composition C23H33BrFNOOsSi.

Structure (XYZ):
```
62
Properties=species:S:1:pos:R:3:forces:R:3
Os 0.134 -2.409 -0.958 0.4064 -0.3539 -0.4610
Br -2.202 -2.477 -0.059 -0.1514 -0.1243 -0.0509
Si 1.927 -2.878 -3.140 -0.0997 0.2247 0.1555
F 1.656 -2.300 1.238 0.1020 0.1116 -0.1597
O 0.023 -0.505 -0.318 -0.0414 -0.1065 0.1263
N 2.085 -2.285 -1.442 0.2635 0.0850 0.0736
C 0.178 3.706 0.832 0.0416 0.0181 -0.0100
C -3.256 -0.133 1.153 0.0865 0.1762 0.0346
C -2.002 1.953 1.292 -0.0594 0.0570 0.0005
C -0.905 1.445 0.648 -0.0609 0.0026 0.0347
C -3.180 1.222 1.575 -0.0330 -0.0637 -0.0311
C -0.978 0.056 0.254 0.0086 -0.0611 -0.0020
C 3.118 -2.097 -0.613 -0.0780 -0.0033 -0.0637
C -2.182 -0.662 0.519 -0.0165 0.0184 0.0537
C 5.475 -1.730 -0.164 -0.0326 -0.0049 -0.0210
C 1.546 1.654 1.092 0.0687 -0.0441 0.0035
C 0.343 2.262 0.352 -0.0351 0.0382 0.0104
C -4.888 2.966 1.299 -0.0028 0.0241 0.0227
C -5.457 0.931 2.639 0.0014 0.0048 -0.0117
C 0.600 2.297 -1.165 0.0193 -0.0160 -0.0170
C -4.336 1.904 2.273 0.0531 -0.0597 -0.0567
C 2.917 -2.060 0.795 -0.1179 -0.0981 0.1331
C 5.212 -1.686 1.212 0.0015 -0.0028 0.0201
C 4.461 -1.938 -1.061 0.0539 0.0527 0.0583
C 3.463 -3.173 -4.097 0.0462 -0.1649 -0.0367
C 3.917 -1.861 1.701 -0.0247 -0.0017 -0.0744
C 0.924 -4.395 -2.648 -0.1292 0.1725 0.0331
C -3.832 2.592 3.552 -0.0203 0.0127 0.0352
C 0.830 -1.616 -3.945 -0.0846 0.0614 -0.0110
H 0.227 -4.722 -3.420 0.0031 -0.0364 0.0009
H -5.108 0.129 3.291 0.0127 -0.0128 0.0209
H -5.242 2.514 0.373 -0.0078 -0.0169 -0.0232
H -1.980 2.986 1.603 0.0079 -0.0221 -0.0090
H -4.677 3.077 4.041 -0.0046 0.0069 0.0081
H -4.142 -0.719 1.340 -0.0395 -0.0258 0.0098
H 4.094 -3.957 -3.681 0.0446 0.0121 0.0195
H -0.653 4.213 0.341 -0.0089 -0.0038 -0.0189
H 2.427 2.261 0.884 0.0287 0.0154 0.0087
H 1.561 -5.230 -2.352 -0.0049 -0.0153 0.0450
H 1.757 0.633 0.776 -0.0072 0.0614 -0.0013
H 3.165 -3.484 -5.102 0.0285 -0.0331 -0.0273
H 0.805 1.311 -1.579 -0.0006 0.0188 0.0282
H 4.667 -1.962 -2.119 -0.0185 0.0013 -0.0263
H 0.261 -4.293 -1.730 -0.2075 -0.0118 0.2501
H -5.931 0.496 1.758 -0.0039 -0.0179 -0.0268
H 1.085 4.257 0.586 0.0108 0.0232 0.0029
H 6.023 -1.528 1.909 0.0169 0.0088 0.0133
H -6.232 1.472 3.180 -0.0063 0.0105 0.0020
H 0.565 -1.952 -4.949 -0.0200 0.0069 -0.0375
H -0.249 2.730 -1.694 -0.0275 0.0131 -0.0147
H -3.407 1.873 4.251 0.0108 -0.0254 0.0098
H -0.120 -1.429 -3.425 0.0105 0.0163 -0.0157
H -4.141 3.721 1.055 0.0110 0.0171 -0.0092
H -5.730 3.469 1.774 -0.0122 0.0138 0.0062
H 1.346 -0.658 -4.033 -0.0043 0.0157 -0.0173
H 6.487 -1.599 -0.519 0.0156 0.0032 0.0041
H 1.383 1.661 2.171 -0.0068 -0.0071 0.0241
H 0.045 3.770 1.913 -0.0098 -0.0148 0.0161
H 3.700 -1.859 2.760 -0.0030 -0.0031 0.0150
H -3.090 3.363 3.350 0.0118 0.0161 0.0002
H 1.467 2.928 -1.358 0.0132 0.0183 -0.0092
H 4.046 -2.258 -4.210 0.0023 0.0127 -0.0368
```
Forces are in eV/Å.

## Properties
- Gap between HOMO and LUMO (alpha / beta): 8.19 / 6.21 eV
- Total charge: +2
- ΔE to the lowest compared entry with this formula, charge and spin: 0.00 kcal per mole
- Total energy: -4079.63165 Eh
- HOMO energy (alpha / beta): -14.364 / -14.987 eV
- Spin multiplicity: 5

Atomic partial charges in e from the natural (NBO) method, atoms 1 to 2:
1 Os 1.031
2 Br 0.295

---

(2)
The following is a DFT calculation (the ωB97M-V functional and the def2-TZVPD basis) of a cluster of 7 separate species, C23H33Cl21IN2O2 in total.

Structure (XYZ):
```
82
Properties=species:S:1:pos:R:3:forces:R:3
I 2.186 -0.941 2.871 -0.0809 -0.6286 -0.7536
Cl 4.190 5.932 1.322 0.1571 -0.1421 -0.0146
Cl 8.068 7.409 0.074 0.1491 0.1455 -0.0321
Cl -6.062 1.780 -1.791 0.0147 0.0259 -0.0554
Cl -2.980 -3.730 8.249 -0.0265 -0.0629 0.0576
Cl -5.045 2.412 -5.633 -0.0578 -0.2009 0.0898
Cl 4.875 3.104 1.269 0.1420 0.1240 0.1980
Cl -0.569 -5.299 8.694 -0.1773 -0.0266 0.1475
Cl 0.102 -2.751 -3.011 3.9098 -1.0624 -6.4333
Cl -4.058 -0.106 -4.559 -0.0287 -0.0296 0.0723
Cl -0.032 -4.064 -5.609 0.0813 0.1512 0.1516
Cl 0.277 -2.919 6.212 -0.2148 0.1565 -0.1698
Cl -1.288 -3.178 10.551 -0.1030 -0.1638 -0.1230
Cl -0.715 -0.386 5.181 -0.1166 -0.1020 0.0533
Cl 5.850 4.878 -0.822 -0.1330 -0.1389 0.2020
Cl 8.689 6.209 -2.505 0.0589 0.1575 0.0479
Cl -7.784 4.037 -2.433 0.1674 -0.1240 0.1786
Cl 2.496 -3.942 -4.171 -0.1096 0.1300 0.0329
Cl -5.634 -0.085 -7.006 0.0157 0.0653 0.2345
Cl -5.108 4.501 -1.389 -0.1349 -0.1468 0.0486
Cl 7.074 8.626 -2.375 0.1654 -0.0836 0.0898
Cl -1.308 -2.863 3.771 -0.0807 -0.0204 -0.0004
O -6.118 -1.625 0.304 1.5515 2.0772 1.6886
O -5.895 -0.337 2.335 -0.4490 -0.9557 -5.8306
N -1.317 -1.431 -1.684 2.0645 3.6310 2.7362
N -0.845 -2.577 -1.196 -0.0653 -2.0222 4.3480
C 1.286 3.641 -0.713 -0.0102 -0.2604 -0.1007
C -4.174 -2.858 -0.783 -0.3569 0.3246 0.4628
C -6.520 3.434 -1.351 -0.1150 0.2874 -0.0704
C -1.728 -3.793 -1.530 -1.8599 -1.1220 1.5174
C 3.106 2.175 -1.859 -0.6046 -0.3433 0.1303
C 8.405 7.725 -1.635 -0.0701 0.0063 -0.0856
C -6.082 -0.411 1.078 -0.0418 0.3575 3.9696
C 2.576 -1.910 0.931 -0.4167 -1.2616 -1.3090
C -5.379 0.686 -5.433 -0.1515 0.1437 -0.1881
C -2.907 -3.788 -0.398 0.0497 0.3688 0.3690
C 3.967 -1.462 0.231 0.4669 0.8278 0.0186
C -0.598 -0.231 -1.386 1.5275 -3.0727 1.8567
C -4.963 -2.480 0.602 1.6026 -0.8883 -0.5806
C -1.047 -2.116 5.356 0.1624 0.0165 0.2003
C 0.322 -2.925 -0.408 1.0989 5.2134 1.1498
C 1.262 -1.697 0.028 -3.8859 -0.2554 -2.2427
C 1.547 2.138 -1.334 1.6333 1.1034 0.6369
C 4.879 -0.462 1.116 0.5387 0.4482 -0.4828
C 0.701 -0.312 -0.503 -0.0259 -1.3995 -0.1685
C 5.429 4.744 0.891 0.0333 0.3017 -0.1492
C -1.905 -4.434 9.468 0.1765 0.0197 0.1088
C 0.976 -3.103 -4.517 0.1083 -0.0367 -0.4569
C 1.484 1.060 -0.128 -0.8323 -0.4267 -0.4765
H 5.842 -0.214 0.505 -1.6895 -0.5858 1.0828
H 3.177 2.853 -2.785 0.0310 -1.0328 1.4574
H -2.478 -5.147 10.060 0.1146 0.1866 -0.1765
H 9.308 8.332 -1.700 -0.2260 -0.1635 0.0370
H 6.322 4.949 1.481 -0.2100 -0.0819 -0.1350
H 3.713 -0.919 -0.756 0.4547 -0.9748 1.4500
H -1.012 0.776 -1.797 0.7724 -2.2416 0.8169
H 1.210 -2.158 -5.008 -0.0251 -0.2332 0.0758
H -2.427 -3.352 0.575 -0.8284 -0.8627 -1.6113
H 3.442 1.107 -2.134 -0.4295 1.6258 0.2481
H 4.381 0.573 1.316 0.6935 -2.1105 -0.3044
H 3.805 2.572 -1.010 -1.4247 -0.7417 -1.7098
H -4.189 -1.910 1.255 -1.5458 -1.0120 -0.8995
H -3.255 -4.872 -0.133 0.6654 1.9679 -0.7151
H 0.689 3.619 0.271 0.8068 -0.0785 -1.5501
H 0.699 4.295 -1.455 1.0816 -0.9181 1.1070
H 2.657 -3.061 1.114 -0.3920 2.2096 -0.0529
H -6.292 0.578 -4.847 0.2417 0.0265 -0.1113
H 4.628 -2.388 -0.009 -1.4490 1.5005 0.3839
H -6.914 3.423 -0.336 0.1035 -0.0107 -0.2454
H -6.283 0.594 0.522 0.1267 -2.2744 0.3605
H -4.848 -3.409 -1.537 0.9421 0.8529 1.2880
H -1.957 -2.232 5.945 0.2179 0.0153 -0.1531
H -2.162 -3.730 -2.591 0.8392 0.1859 1.7946
H 0.577 -4.018 -0.094 -0.9179 2.1852 -0.9389
H -5.248 -3.471 1.112 0.0590 1.7230 -0.5686
H 2.317 4.119 -0.465 -1.9096 -0.7144 -0.5373
H 0.895 1.527 0.753 0.9620 -0.9135 -1.3035
H -3.879 -1.847 -1.261 -0.2014 -1.7594 0.6929
H 5.195 -0.925 2.123 -0.5811 0.7175 -1.6689
H 2.571 0.867 0.211 -1.9778 0.0255 -0.4059
H -1.104 -4.773 -1.417 -0.9298 2.0992 -0.3254
H 0.868 1.910 -2.232 0.8990 0.2821 1.5444
```
Forces are in eV/Å.

## Properties
- Gap between HOMO and LUMO: 7.43 eV
- Total charge: +1
- Total energy: -11117.27750 Eh
- HOMO energy: -12.067 eV

Atomic partial charges in e from the Mulliken method, atoms 1 to 2:
1 I 0.161
2 Cl -0.113